A cluster of 2 separate species, C3H7NO2 in total, computed with wB97M-V/def2-TZVPD.

Energy above the lowest of the compared OMol25 structures with the same formula, charge and spin ... 2.638 eV
SMILES ... C=CN.O=CO
HOMO-LUMO gap ... 10.5 eV

XYZ file:
```
13
Properties=species:S:1:pos:R:3:mulliken_charge:R:1
C -2.07404 1.33166 -0.15384 -0.740
C -1.09367 0.87296 -0.98664 0.041
N -0.33329 -0.39278 -0.66049 -0.662
H -2.53829 2.21533 -0.48865 0.275
H -2.44633 0.76479 0.69830 0.241
H -0.73415 1.18790 -1.97940 0.310
H -0.81762 -0.82623 0.07185 0.257
H -0.33165 -1.13744 -1.43498 0.260
O 2.69188 -2.15928 0.97530 -0.428
C 2.44844 -1.00518 1.09068 0.149
O 1.20500 -0.49720 1.32522 -0.511
H 3.32013 -0.26185 1.07248 0.299
H 0.70359 -0.09265 0.47016 0.511
```